C6H5NO | ωB97M-V/def2-TZVPD

Geometry as XYZ:
```
13
Properties=species:S:1:pos:R:3:forces:R:3
C 1.51551 -0.19353 0.32766 0.1 1.6 -0.1
C 0.18842 -0.81762 0.22815 -1.0 -2.8 0.6
C -1.02044 -0.24559 0.02778 1.1 0.0 0.6
C -1.12510 1.17905 -0.07549 -0.6 2.1 -0.4
C -1.21416 2.39189 -0.16502 0.7 -1.1 0.1
C -2.21581 -1.05462 0.00378 -0.1 0.0 -0.8
H 2.07121 -0.90012 -1.34405 1.3 0.0 1.2
H 1.43132 0.88776 0.12530 0.1 -0.2 0.0
H 1.85868 -0.30215 1.32999 0.2 0.0 1.0
H 0.21040 -1.94180 0.47586 -0.2 1.7 -0.7
H -1.08341 3.47353 -0.23224 -0.4 -1.0 0.1
N -3.14346 -1.69038 -0.24426 0.2 0.2 0.5
O 2.52685 -0.78642 -0.45746 -1.5 -0.5 -2.1
```
Forces are in eV/Å.

The value obtained for the HOMO-LUMO gap is 9.461 eV. Its net charge is 0. The value obtained for the relative energy (zero: lowest compared OMol25 entry of this formula, charge and spin) is 204.4 kJ/mol. As for the lowest unoccupied orbital energy: -0.43 eV.

=====

C6H5NO2 | ωB97M-V/def2-TZVPD

Geometry as XYZ:
```
14
Properties=species:S:1:pos:R:3:forces:R:3
C 2.05271 0.50350 0.11077 -0.1 0.0 0.4
C 1.00834 0.17355 0.89523 3.0 0.8 -1.0
C 1.70619 0.31675 -1.22381 -0.2 0.1 -1.7
C 0.20899 -0.07581 -1.26123 -0.5 -1.0 2.0
C -2.43942 -0.54847 0.29558 3.8 -0.3 0.9
C -1.28004 -0.10153 0.88872 -3.2 0.4 0.4
N -0.05781 -0.28269 0.31186 -1.4 -0.8 -4.0
O 2.35099 0.39142 -2.23954 0.1 0.0 -0.3
O -0.57084 -0.28796 -2.11090 0.1 0.2 0.3
H 2.97542 0.91624 0.36829 1.2 0.3 0.7
H 1.04539 0.24993 1.90646 -0.1 0.3 3.0
H -3.37653 -0.50309 0.68822 -2.3 1.0 1.6
H -2.46161 -1.31031 -0.45870 0.8 0.1 -0.8
H -1.16179 0.55846 1.82906 -1.0 -1.2 -1.5
```
Forces are in eV/Å.

The value obtained for the HOMO-LUMO gap is 7.803 eV. Its net charge is 0. The value obtained for the relative energy (zero: lowest compared OMol25 entry of this formula, charge and spin) is 293.6 kJ/mol. As for the lowest unoccupied orbital energy: -0.88 eV.

=====

C6H5NO2 | ωB97M-V/def2-TZVPD

Geometry as XYZ:
```
14
Properties=species:S:1:pos:R:3:forces:R:3
C -0.24070 1.56590 -1.36502 0.2 -0.2 -0.9
C -0.95063 2.34184 0.81438 -1.5 1.8 0.1
C -0.42769 1.41315 0.00920 0.3 -1.8 2.5
C 0.18394 -0.15866 0.77016 -0.7 3.2 -4.1
C 0.50036 -2.53520 -0.23501 -3.0 -1.6 2.0
C 0.63316 -1.09022 -0.31938 -1.5 0.5 3.3
N -0.07742 1.77033 -2.49027 0.0 -0.2 0.3
O 0.01441 -0.29903 1.94740 -0.6 -0.1 1.8
O 1.60766 -1.88031 0.20394 4.0 -1.0 0.2
H -0.98454 2.39185 1.88457 0.4 -1.0 0.4
H -1.57881 3.24095 0.49992 1.3 -1.3 -0.6
H -0.04353 -3.03802 0.62504 0.2 0.8 -1.3
H 0.46785 -3.06168 -1.15181 0.6 -0.7 -0.9
H 0.89594 -0.66090 -1.19313 0.3 1.7 -2.9
```
Forces are in eV/Å.

The value obtained for the HOMO-LUMO gap (alpha / beta) is 6.557 / 6.878 eV. Its net charge is 0. The value obtained for the relative energy (zero: lowest compared OMol25 entry of this formula, charge and spin) is 328.3 kJ/mol. As for the lowest unoccupied orbital energy (alpha / beta): 0.00 / -3.71 eV. Its spin multiplicity is 3.

=====

C6H5NO3 | ωB97M-V/def2-TZVPD

Geometry as XYZ:
```
15
Properties=species:S:1:pos:R:3:forces:R:3
C -2.15363 -0.35318 -0.01077 4.8 6.8 2.3
C -0.60355 -0.20536 0.01245 -5.9 5.1 0.3
C 0.10182 -1.25637 0.08970 9.2 3.4 0.1
C 1.56283 -1.24845 0.13815 -6.1 9.8 0.1
C 2.01556 0.11626 0.06070 5.4 -8.2 0.6
C 1.19755 1.14899 -0.02498 -3.9 -9.2 3.7
H -2.63430 1.51209 -0.07511 0.4 -1.0 1.3
H -0.07008 -2.15170 0.17405 -4.1 -9.0 0.5
H 1.91093 -2.12523 0.01159 3.7 -5.6 -0.4
H 3.21485 0.01759 0.01274 -2.8 1.8 -0.1
H 1.65631 1.83825 -0.28180 6.3 12.8 -3.8
N -0.09271 1.09699 0.00855 -0.4 -2.0 -1.2
O -2.76213 0.72661 0.54252 -0.9 0.8 -1.0
O -2.64735 -1.27875 -0.40299 -3.7 -6.5 -2.4
O -0.69608 2.16228 -0.25481 -1.9 0.9 0.0
```
Forces are in eV/Å.

The value obtained for the HOMO-LUMO gap is 8.674 eV. Its net charge is 0. The value obtained for the relative energy (zero: lowest compared OMol25 entry of this formula, charge and spin) is 686.9 kJ/mol. As for the lowest unoccupied orbital energy: -0.35 eV.

=====

C6H5NO5S2 | ωB97M-V/def2-TZVPD

Geometry as XYZ:
```
19
Properties=species:S:1:pos:R:3:forces:R:3
C -1.65391 -1.27622 0.50605 -0.5 1.6 -2.4
C -2.87990 0.07868 -1.47886 0.5 0.6 0.1
C -3.75054 -0.47969 -0.55581 -1.3 -0.5 -1.1
C -0.91681 -0.53141 -0.33672 0.1 0.4 -1.9
C -3.11197 -1.42749 0.37111 2.7 0.0 1.3
C 0.57788 -0.31934 -0.22382 -1.6 -0.6 1.9
N 3.44681 0.61393 0.88131 -4.0 -1.6 -0.2
O -5.02653 -0.38075 -0.65011 0.6 0.2 0.2
O 4.91803 -1.77800 -0.12871 -4.4 3.3 0.0
O -3.55967 -2.27990 1.11916 -2.0 -0.6 0.2
O 3.16933 0.05805 -1.51885 -0.2 -0.7 -0.1
O -1.47083 0.13379 -1.42792 -0.2 -1.0 2.0
S 1.61680 -1.84960 0.00820 0.3 2.0 0.2
S 3.32680 -0.50581 -0.17838 5.4 -2.5 -0.6
H -1.12023 -1.85126 1.18923 0.5 -0.9 1.4
H -3.26717 0.73020 -2.25605 0.1 -0.1 0.0
H 0.68150 0.36013 0.62964 0.4 -0.5 0.3
H 0.98162 0.24102 -0.99709 0.5 0.6 -1.9
H 4.37242 0.81760 0.99282 3.2 0.4 0.5
```
Forces are in eV/Å.

The value obtained for the HOMO-LUMO gap is 6.370 eV. Its net charge is -2. The value obtained for the relative energy (zero: lowest compared OMol25 entry of this formula, charge and spin) is 177.1 kJ/mol. As for the lowest unoccupied orbital energy: 5.44 eV.

=====

C6H6 | ωB97M-V/def2-TZVPD

Geometry as XYZ:
```
12
Properties=species:S:1:pos:R:3:forces:R:3
C 0.99968 0.24976 1.22218 0.1 0.1 0.1
C -0.00237 -0.51543 0.34424 0.0 0.0 0.0
C -1.26732 0.22447 0.16970 -0.5 0.3 0.0
C -2.26864 0.84342 -0.07938 0.4 -0.2 0.2
C 0.51514 -0.71183 -1.01664 0.1 0.0 -0.6
C 0.79327 -0.71027 -2.18520 -0.3 0.1 0.5
H 1.24056 1.21099 0.76009 -0.1 -0.1 0.1
H 0.57376 0.42900 2.21271 0.1 0.0 -0.1
H 1.92288 -0.32769 1.32588 -0.1 0.1 0.0
H -0.21831 -1.48873 0.80295 0.0 0.1 -0.1
H -3.15475 1.38833 -0.31943 0.1 -0.1 0.1
H 0.86610 -0.59202 -3.23709 0.3 -0.2 -0.1
```
Forces are in eV/Å.

The value obtained for the HOMO-LUMO gap is 10.941 eV. Its net charge is 0. The value obtained for the relative energy (zero: lowest compared OMol25 entry of this formula, charge and spin) is 381.4 kJ/mol. As for the lowest unoccupied orbital energy: 1.04 eV.

=====

C6H6 | ωB97M-V/def2-TZVPD

Geometry as XYZ:
```
12
Properties=species:S:1:pos:R:3:forces:R:3
C 0.61088 -0.19937 0.08145 -4.4 -0.8 0.4
C 2.86896 0.98927 -0.29776 0.2 -2.6 5.4
C -0.78343 0.18147 0.14865 -1.0 3.4 -1.0
C -1.63858 1.26392 0.16693 2.5 -0.8 0.9
C 1.87356 0.04011 0.29614 3.8 -0.1 -0.6
C -0.50513 -1.23640 0.15207 0.5 -2.9 -1.5
H -2.69245 1.24230 0.24116 -1.0 -0.8 0.0
H -1.30891 2.30975 0.36097 0.5 -1.0 -0.7
H 2.44265 -0.77293 0.92517 -1.2 0.8 -1.7
H 3.48671 0.64968 0.87487 -0.1 2.3 -3.2
H -0.70282 -1.93601 -0.79850 0.6 2.0 1.7
H -0.58496 -1.91974 1.00314 -0.3 0.7 0.2
```
Forces are in eV/Å.

The value obtained for the HOMO-LUMO gap is 7.391 eV. Its net charge is 0. The value obtained for the relative energy (zero: lowest compared OMol25 entry of this formula, charge and spin) is 885.1 kJ/mol. As for the lowest unoccupied orbital energy: -1.47 eV.

=====

C6H6 | ωB97M-V/def2-TZVPD

Geometry as XYZ:
```
12
Properties=species:S:1:pos:R:3:forces:R:3
C -0.32570 -1.62683 -0.19151 0.0 -0.1 0.0
C 0.65768 -0.72220 0.55930 0.2 -0.2 0.0
C 0.75750 0.58897 -0.06599 0.3 -0.1 -0.4
C 0.35638 1.46337 -0.84233 -0.3 -0.7 0.6
C -0.49721 2.61169 -1.35984 0.1 0.2 0.3
C -0.58660 2.38746 -0.08330 -0.2 1.1 -0.5
H -0.25716 -2.65476 0.17318 -0.1 0.1 0.0
H -1.35836 -1.28010 -0.07479 0.2 0.0 0.0
H -0.09253 -1.61574 -1.26011 0.0 -0.1 0.2
H 1.66568 -1.14075 0.56973 0.0 -0.3 0.1
H 0.36405 -0.60584 1.61242 0.1 0.1 -0.2
H -0.68374 2.59473 0.96322 -0.3 -0.1 0.0
```
Forces are in eV/Å.

The value obtained for the HOMO-LUMO gap is 9.667 eV. Its net charge is 0. The value obtained for the relative energy (zero: lowest compared OMol25 entry of this formula, charge and spin) is 621.8 kJ/mol. As for the lowest unoccupied orbital energy: 0.83 eV.

=====

C6H6 | ωB97M-V/def2-TZVPD

Geometry as XYZ:
```
12
Properties=species:S:1:pos:R:3:forces:R:3
C -1.80868 -0.33214 -2.32555 0.2 0.0 0.5
C -1.40694 -0.38016 -1.19195 -0.2 0.0 -0.5
C -0.89168 -0.39740 0.18100 0.1 -0.1 0.0
C 0.16407 0.65353 0.42433 0.0 0.1 0.0
C 1.34119 0.42740 1.11207 0.0 -0.2 0.4
C 2.13579 -0.06390 2.02396 -0.2 0.1 -0.4
H -2.16658 -0.29542 -3.33104 0.1 0.0 0.2
H -0.50112 -1.38769 0.43341 -0.1 0.2 -0.1
H -1.71831 -0.19878 0.88175 0.1 0.0 -0.1
H 1.73804 0.80759 0.08207 0.1 0.0 -0.1
H -0.00155 1.62355 -0.03993 0.1 -0.1 0.1
H 3.11577 -0.45660 1.74988 -0.1 0.1 0.0
```
Forces are in eV/Å.

The value obtained for the HOMO-LUMO gap (alpha / beta) is 7.715 / 7.723 eV. Its net charge is 0. The value obtained for the relative energy (zero: lowest compared OMol25 entry of this formula, charge and spin) is 704.7 kJ/mol. As for the lowest unoccupied orbital energy (alpha / beta): -0.31 / -0.31 eV.

=====

C6H6 | ωB97M-V/def2-TZVPD

Geometry as XYZ:
```
12
Properties=species:S:1:pos:R:3:forces:R:3
C -0.55955 -1.28866 -0.15258 0.0 0.1 -0.1
C -0.31132 -0.30176 -1.04108 0.1 -0.1 0.1
C 0.38906 0.96936 -0.67901 -0.1 0.0 0.0
C 0.70140 1.08682 0.81406 0.1 -0.1 0.1
C 0.17740 0.15588 1.59921 0.0 0.0 -0.3
C -0.53059 -0.93759 1.26552 0.0 0.1 0.0
H -1.03181 -2.21155 -0.48107 0.2 0.1 0.1
H -0.60804 -0.42191 -2.08233 0.1 0.0 0.2
H 0.03982 1.83852 -1.24955 -0.1 -0.1 0.2
H 1.55589 1.70372 1.08103 0.0 -0.2 0.0
H 1.43270 0.81411 -1.00004 -0.1 0.1 -0.2
H -1.25497 -1.40694 1.92585 -0.1 0.2 -0.1
```
Forces are in eV/Å.

The value obtained for the HOMO-LUMO gap (alpha / beta) is 7.803 / 7.807 eV. Its net charge is 0. The value obtained for the relative energy (zero: lowest compared OMol25 entry of this formula, charge and spin) is 369.0 kJ/mol. As for the lowest unoccupied orbital energy (alpha / beta): -0.03 / -0.03 eV.

=====

C6H6 | ωB97M-V/def2-TZVPD

Geometry as XYZ:
```
12
Properties=species:S:1:pos:R:3:forces:R:3
C 0.72688 -0.63017 -0.29330 -0.2 1.7 3.1
C 2.68890 1.00853 0.46859 1.0 0.8 0.5
C 1.92364 0.24088 -0.17475 -1.5 -0.3 -2.1
C 0.04631 -0.92897 1.02455 -0.3 0.9 -2.8
C -0.63724 -0.18705 0.24228 1.7 -1.5 -1.2
C -1.82606 0.47634 -0.16477 -1.7 0.0 -0.7
H 0.79251 -1.31086 -1.04844 0.1 -2.1 -1.8
H 2.33527 0.56738 -1.18876 0.4 0.2 0.8
H 0.27770 -1.16887 1.96664 0.6 -1.4 3.2
H -1.76550 0.94669 -1.13940 0.3 0.1 -0.2
H -1.87882 1.25965 0.56918 -1.4 0.5 0.3
H -2.68358 -0.27355 -0.26183 0.9 1.3 0.7
```
Forces are in eV/Å.

The value obtained for the HOMO-LUMO gap is 9.725 eV. Its net charge is 0. The value obtained for the relative energy (zero: lowest compared OMol25 entry of this formula, charge and spin) is 675.8 kJ/mol. As for the lowest unoccupied orbital energy: 0.46 eV.

=====

C6H6 | ωB97M-V/def2-TZVPD

Geometry as XYZ:
```
12
Properties=species:S:1:pos:R:3:forces:R:3
C -0.09233 0.14032 -0.11638 0.1 1.4 0.9
C -0.90510 2.57357 2.65077 1.4 -4.0 -4.4
C 1.20719 -0.61680 -0.29655 -0.3 1.9 1.4
C 0.29288 -1.40918 -1.33841 1.1 1.7 0.4
C -0.56017 1.76750 1.73339 -0.7 1.1 0.9
C -0.78020 -0.31639 -1.12984 0.7 -0.4 0.4
H 2.00791 0.19126 -0.58889 -1.2 -2.3 0.1
H 1.37625 -1.10013 0.65013 1.0 -0.5 0.1
H 0.85570 -1.47171 -2.26230 -0.5 0.2 -0.5
H -0.12573 -2.36033 -1.04058 0.5 -0.3 0.4
H -1.59665 2.87537 3.37192 -0.3 0.7 0.9
H -1.67975 -0.27347 -1.63324 -1.8 0.5 -0.5
```
Forces are in eV/Å.

The value obtained for the HOMO-LUMO gap (alpha / beta) is 8.109 / 8.111 eV. Its net charge is 0. The value obtained for the relative energy (zero: lowest compared OMol25 entry of this formula, charge and spin) is 871.1 kJ/mol. As for the lowest unoccupied orbital energy (alpha / beta): -1.01 / -1.01 eV.